{
  "formula": "C3H5N3O4",
  "method": "ωB97M-V with the def2-TZVPD basis set",
  "multiplicity": 3,
  "s2": 2.013,
  "lumo_energy_ev": [-0.1, -2.0],
  "gap_ha": [0.24506, 0.28089],
  "homo_energy_ev": [-6.8, -9.6],
  "mol_weight_g_mol": 147.1,
  "species": ["C", "C", "C", "N", "N", "N", "O", "O", "O", "O", "H", "H", "H", "H", "H"],
  "positions_angstrom": [[0.76774, -0.15096, -0.36098], [-1.51297, -0.06302, -0.90443], [1.75214, -1.32349, -0.42521], [1.04915, 0.87076, 0.38200], [-1.11508, 1.92018, 0.52671], [-1.75432, -0.97927, 0.11092], [-0.97269, -1.86339, 0.50552], [-2.91903, -0.81719, 0.37459], [-1.64967, 1.14518, -0.89591], [0.28275, 2.09283, 0.31239], [1.23045, -2.05178, 0.13868], [1.76548, -1.51292, -1.40996], [2.66616, -1.27434, 0.17349], [1.71785, 1.09199, 1.03738], [-1.30797, 2.91541, 0.43482]],
  "forces_ev_per_a": [[0.8, 0.5, 0.5], [2.9, 4.0, -1.6], [-1.1, 2.4, 4.2], [-3.2, -0.6, -2.4], [4.2, 2.9, 6.1], [1.0, -1.1, 0.9], [-1.1, 1.0, -0.3], [-2.2, -0.9, 1.2], [-3.0, -5.9, -6.0], [-0.3, -0.5, 0.0], [-0.8, -1.3, -0.1], [0.8, -1.3, -3.4], [0.4, 0.7, -0.7], [2.3, 0.1, 1.6], [-0.7, 0.2, -0.2]]
}